No. 1
C6H7ClO | ωB97M-V/def2-TZVPD

Geometry as XYZ:
```
15
Properties=species:S:1:pos:R:3:forces:R:3
H -2.3401 2.0749 -0.6734 -0.5 -0.3 -0.8
Cl -1.2597 -0.4548 1.5704 -2.3 -0.4 1.9
C -1.4234 1.5165 -0.7084 0.4 0.8 0.5
C 0.5997 0.7243 -0.0536 2.6 1.2 1.4
H 1.5253 -1.8857 -0.2642 0.6 0.1 0.0
C -0.3631 1.8753 -0.0096 0.8 -3.2 -1.6
O -1.2683 0.3522 -1.3672 -0.9 -0.5 -0.2
C -0.0535 -0.2551 -0.9090 -3.4 1.2 -0.4
C 0.9842 -1.7565 0.6588 -2.0 0.0 1.5
H -0.1821 2.7268 0.4819 0.4 2.9 1.8
H 0.1961 -0.9269 -1.6546 1.2 -1.2 -1.1
H 1.5827 -1.7139 1.5849 0.1 -0.1 -0.6
C 0.0195 -0.5533 0.5452 3.5 -0.7 -2.2
H 1.7143 0.8876 0.0524 -1.4 -0.2 -0.3
H 0.2683 -2.6115 0.7464 0.8 0.3 0.0
```
Positions in Å, forces in eV/Å.

The maximum force is 4.16 eV/Å. The calculation puts the highest occupied orbital energy at -8.350 eV. The calculation puts the gap between HOMO and LUMO at 9.28 eV. The calculation puts the LUMO energy at 0.034 Eh.

No. 2
C6H7ClO | ωB97M-V/def2-TZVPD

Geometry as XYZ:
```
15
Properties=species:S:1:pos:R:3:forces:R:3
C -1.3453 -0.9225 -0.3203 -0.8 -1.1 1.4
C -0.5038 1.3239 0.7389 -1.5 0.3 -1.5
Cl 3.4523 0.1557 -0.0420 -0.6 -0.6 0.0
C 2.0746 -0.9080 0.2193 0.5 -2.7 0.2
H -0.5980 1.0519 1.7893 0.7 -0.4 -0.4
C 0.3856 0.6788 -0.3853 0.4 7.8 -2.0
H 1.1394 1.1949 -1.0848 -1.8 -0.3 1.2
H -2.4270 -1.0727 0.2123 2.8 -0.3 -1.2
H -0.9462 2.2759 0.4986 0.7 0.7 0.4
H -1.1290 -1.5679 -1.2602 -1.0 1.2 1.3
O -0.2565 -1.1553 0.5609 0.7 -4.3 2.0
C 0.8280 -0.4425 0.1704 2.3 -5.4 1.2
H 2.2592 -2.0608 0.3154 -0.1 2.6 0.2
H -1.8766 0.9503 -1.0076 1.4 0.6 -0.1
C -1.0566 0.4986 -0.4049 -3.7 1.7 -2.6
```
Positions in Å, forces in eV/Å.

The maximum force is 8.06 eV/Å. The calculation puts the highest occupied orbital energy at -8.374 eV. The calculation puts the gap between HOMO and LUMO at 9.28 eV. The calculation puts the LUMO energy at 0.033 Eh.

No. 3
C6H7ClS | ωB97M-V/def2-TZVPD

Geometry as XYZ:
```
15
Properties=species:S:1:pos:R:3:forces:R:3
H 3.8371 1.1270 -0.4806 1.0 1.0 -0.5
C -2.0369 -1.4234 0.2266 -1.9 0.1 0.3
C -1.9113 0.0236 0.4586 0.0 0.4 0.3
C -0.6682 0.7392 0.1689 1.3 -0.6 0.1
H -0.6513 1.8117 0.2190 -0.5 0.5 -0.3
H 0.7116 -0.9177 -0.0272 -0.4 0.6 0.4
S -3.1486 -0.3817 -0.8368 0.6 -0.1 0.1
H -2.6410 -2.0144 0.9279 0.5 0.3 -0.2
H -1.3276 -1.9786 -0.3494 0.5 0.0 -0.1
C 0.5412 0.1708 0.0411 -0.1 -0.6 -1.8
H -2.3966 0.5148 1.3004 -0.2 -0.7 0.1
H 1.5854 2.0165 -0.5498 -0.2 0.1 0.1
C 2.9836 0.5322 -0.4248 -2.6 -1.4 0.2
Cl 3.4313 -1.1701 -0.2802 -0.2 0.6 0.1
C 1.6912 0.9501 -0.3935 2.1 0.0 1.0
```
Positions in Å, forces in eV/Å.

The maximum force is 2.94 eV/Å. The calculation puts the highest occupied orbital energy at -8.706 eV. The calculation puts the gap between HOMO and LUMO at 8.96 eV. The calculation puts the LUMO energy at 0.009 Eh.

No. 4
C6H7CsO6 | ωB97M-V/def2-TZVPD

Geometry as XYZ:
```
20
Properties=species:S:1:pos:R:3:forces:R:3
O 2.2085 -0.2107 1.0299 0.2 1.1 0.4
H -1.4589 2.6192 -0.2295 0.0 -0.2 -0.2
H -3.2843 0.6533 -1.0870 0.1 0.0 0.3
C -0.6927 -0.3646 0.4355 1.2 -1.2 -0.6
C 2.5764 0.2795 -0.1053 1.0 -1.3 1.4
O -0.3001 0.9649 0.1243 -0.3 -0.1 0.4
H -0.0671 -2.4278 0.5290 -0.2 0.5 0.2
H -3.0085 0.9916 0.6700 0.0 -0.1 -0.3
H 0.8492 -1.9926 -1.5996 0.1 -0.3 0.4
C 0.3537 -1.4208 0.3919 -3.4 -0.3 -1.8
O -0.4982 -0.7195 1.7287 1.4 0.6 0.6
O 1.9519 -0.3665 -1.1289 -0.5 -0.7 -1.4
O -1.9200 -0.5785 -0.1608 -0.5 0.3 0.1
Cs 1.2949 1.4084 3.2462 0.0 -0.4 -0.7
C 1.3690 -1.6000 -0.7195 1.7 2.1 2.0
H 2.1451 -2.1850 -0.1993 0.0 -0.5 -1.2
H -1.1046 1.5888 -1.6774 -0.1 0.1 0.2
C -2.5419 0.7033 -0.2850 0.0 0.0 -0.1
O 3.4784 1.0610 -0.3571 -0.7 0.5 0.0
C -1.3509 1.5960 -0.6060 0.1 -0.2 0.1
```
Positions in Å, forces in eV/Å.

The maximum force is 3.84 eV/Å. The calculation puts the highest occupied orbital energy at -8.328 eV. The calculation puts the gap between HOMO and LUMO at 7.76 eV. The calculation puts the LUMO energy at -0.021 Eh.

No. 5
C6H7CuLiO5 | ωB97M-V/def2-TZVPD

Geometry as XYZ:
```
20
Properties=species:S:1:pos:R:3:forces:R:3
Li -2.4250 3.4805 0.8352 0.5 -0.3 -0.5
O -0.0963 -1.3331 1.3634 -0.3 0.4 -0.4
Cu -2.0247 -0.4163 0.5816 0.3 0.3 0.2
C -0.4263 0.5031 -1.8081 0.8 -1.2 0.6
H 2.9554 -0.5126 0.2143 -0.4 0.2 0.0
O -0.1836 1.8095 -1.4297 0.0 0.3 -0.6
C -0.8730 -2.2344 2.1426 0.1 -0.3 0.0
H 1.4747 -2.4830 0.6593 0.0 0.2 0.2
H 1.5926 -0.0026 -2.1719 -0.1 -0.1 1.0
C -1.0598 2.4221 -0.6087 0.8 0.1 -0.2
O -1.9515 1.7379 -0.0303 -1.0 -0.7 0.7
H 0.3764 -1.3991 -2.1935 0.0 0.3 0.1
C 1.2935 -1.5602 1.2374 0.3 -0.2 0.0
H 1.7052 -1.7265 2.2518 0.0 0.0 -0.2
H 1.5551 0.5969 0.8371 0.2 -0.3 -0.3
O -0.9048 3.6404 -0.4264 -0.5 0.0 0.3
C 1.9298 -0.3944 0.5687 0.1 -0.1 0.6
C 0.6018 -0.3731 -1.8979 -1.2 1.0 -1.7
O -2.0635 -2.0205 1.8622 -0.1 0.6 -0.3
H -1.4763 0.2656 -1.9871 0.3 -0.1 0.4
```
Positions in Å, forces in eV/Å.

The maximum force is 2.28 eV/Å. As for the spin multiplicity: 2. The calculation puts the highest occupied orbital energy (spin up / spin down) at -7.267 / -7.294 eV. The calculation puts the gap between HOMO and LUMO (spin up / spin down) at 6.16 / 6.18 eV. The calculation puts the LUMO energy (spin up / spin down) at -0.041 / -0.041 Eh.

No. 6
C6H7F | ωB97M-V/def2-TZVPD

Geometry as XYZ:
```
14
Properties=species:S:1:pos:R:3:forces:R:3
C -0.3973 -1.2444 0.4298 1.6 1.5 0.4
H -1.6640 -2.3766 -0.7051 -0.6 -1.2 -2.4
H 1.8192 2.5016 0.8931 -1.7 -1.6 -1.6
H -0.2450 -0.7337 1.3865 -0.2 -0.5 0.1
H 0.9726 2.3965 -0.7887 0.3 -0.1 0.5
C 1.3704 0.4976 -0.0462 1.8 -2.7 -1.9
H 0.0377 1.8415 0.5883 0.8 0.6 0.1
C -1.4154 -2.0101 0.2119 -1.3 0.6 2.4
C 0.5477 -0.7496 -0.5629 2.5 0.3 2.3
F 3.0399 -1.3610 -0.0045 1.3 -0.6 0.1
H 0.3829 -0.9880 -1.5419 -1.0 0.0 -2.8
H -2.1321 -2.0258 1.0132 -0.4 -0.7 0.1
C 1.0829 1.8801 0.1865 -0.3 2.4 1.2
C 2.0228 -0.6150 -0.2775 -2.8 2.0 1.3
```
Positions in Å, forces in eV/Å.

The maximum force is 3.75 eV/Å. The calculation puts the highest occupied orbital energy at -9.156 eV. The calculation puts the gap between HOMO and LUMO at 10.07 eV. The calculation puts the LUMO energy at 0.034 Eh.

No. 7
C6H7F5NO3 | ωB97M-V/def2-TZVPD

Geometry as XYZ:
```
22
Properties=species:S:1:pos:R:3:forces:R:3
H -1.5007 1.0199 0.5258 0.6 -0.2 0.2
O 2.4116 0.2604 1.2862 -0.2 -0.5 0.1
F -0.3507 -0.3251 -3.9157 0.1 0.3 -0.3
C 1.9013 -0.3232 -2.0666 3.5 -1.0 -0.6
F -0.7340 -0.8180 -1.8679 0.7 0.3 0.1
O 2.7626 -0.8940 -2.5385 -2.0 0.6 1.4
H -0.7675 1.5211 2.1525 -1.4 -1.2 -0.9
F -1.3903 1.0980 -2.5832 1.0 -0.4 -0.5
H -1.7782 -1.1984 1.2825 -1.1 -2.0 -1.9
F 0.7247 1.5861 -1.2233 0.8 -1.3 -1.2
C -1.3274 -0.5793 1.9546 3.2 -1.1 3.7
H 0.1962 -2.0332 2.6404 0.0 0.7 -1.5
O 0.6766 -1.0028 0.8015 0.8 -0.7 -0.6
N 1.8225 -0.3720 0.5003 -0.2 0.5 -1.2
C -1.4920 0.7926 1.6016 -0.1 4.1 -0.1
C 0.9428 0.8034 -2.3241 -1.9 3.1 1.0
C 0.1453 -1.0166 2.1307 1.9 0.0 3.1
C -0.4213 0.1857 -2.7066 -2.1 -0.4 0.2
H -1.7488 -0.8172 2.9387 -0.2 0.2 -0.1
H -2.5198 1.0131 1.8622 -0.2 0.7 0.3
H 1.0056 -0.4770 2.8586 -3.0 -0.4 -1.9
F 1.4414 1.5767 -3.3095 -0.1 -1.2 0.9
```
Positions in Å, forces in eV/Å.

The maximum force is 4.99 eV/Å. Its total charge is +1. The calculation puts the highest occupied orbital energy (spin up / spin down) at -14.497 / -14.496 eV. The calculation puts the gap between HOMO and LUMO (spin up / spin down) at 7.09 / 7.09 eV. The calculation puts the LUMO energy (spin up / spin down) at -0.272 / -0.272 Eh.

No. 8
C6H7F6N2O8PtS2 | ωB97M-V/def2-TZVPD

Geometry as XYZ:
```
32
Properties=species:S:1:pos:R:3:forces:R:3
S 0.9206 0.7152 2.4725 -0.4 1.0 0.8
H -4.1475 -0.8249 0.4314 0.1 -0.1 0.0
O 0.0566 -2.7824 -2.6713 -0.4 -0.5 0.4
S 3.0092 0.2222 0.6430 1.2 1.1 -0.1
C 0.0431 2.3122 2.0381 0.2 0.3 -0.1
H -2.9928 -2.7812 -0.2197 0.1 0.1 -0.2
O 2.2496 -0.8318 0.0173 -0.8 -0.4 -0.4
O 4.3657 -0.0871 0.9561 0.0 0.0 0.1
Pt 0.1088 -0.0759 -0.5676 -1.4 -1.0 -1.0
F 1.9763 1.8302 -1.2287 -0.2 -0.1 0.0
O 0.7625 -0.6428 -2.6869 -0.2 1.4 1.1
C -2.8972 0.7227 -0.3187 -0.8 -1.0 0.6
H 1.1163 -1.9378 -4.1418 -0.2 0.1 0.3
F 0.0685 2.4754 0.7165 -0.1 0.1 0.0
O 0.9952 0.7229 3.8968 0.2 0.1 0.1
N -1.0627 -1.9906 -0.3624 1.1 0.6 0.0
C 0.6264 -1.7993 -3.1372 0.6 -0.5 -1.5
O 0.1374 -0.3476 1.8918 -0.3 -0.2 -0.6
F 0.6895 3.3513 2.5733 0.1 -0.1 0.2
N 2.2990 1.0056 1.7943 0.1 -0.3 0.0
C -2.4954 -1.8496 -0.5311 -0.5 0.0 0.2
F 4.0369 1.2959 -1.5962 -0.1 -0.4 0.2
C 3.1524 1.5918 -0.6439 0.2 0.2 0.0
H -2.6860 -1.7067 -1.5981 0.0 0.0 0.1
H -2.5851 -0.6893 1.2686 0.0 0.0 0.2
O -3.8788 1.4472 -0.3201 -0.3 0.3 -0.1
H -0.6066 -2.4932 -1.1508 -0.2 -0.1 0.2
H -0.7741 -2.3117 0.5555 -0.2 -0.2 -0.1
O -1.7547 1.0645 -0.7566 1.8 -0.1 -0.5
F 3.5537 2.7326 -0.0769 0.0 -0.2 0.2
F -1.2158 2.3609 2.4619 0.1 -0.4 0.0
C -3.0724 -0.6988 0.2918 0.1 0.4 -0.4
```
Positions in Å, forces in eV/Å.

The maximum force is 1.99 eV/Å. Its total charge is -1. As for the spin multiplicity: 3. The calculation puts the highest occupied orbital energy (spin up / spin down) at -5.883 / -6.293 eV. The calculation puts the gap between HOMO and LUMO (spin up / spin down) at 8.65 / 8.38 eV. The calculation puts the LUMO energy (spin up / spin down) at 0.102 / 0.077 Eh.